The following is a quantum chemistry calculation of 9 unconnected molecules or ions with the total composition C17H52O9 at a distorted geometry, from the Open Molecules 2025 dataset.

Geometry as XYZ:
```
78
Properties=species:S:1:pos:R:3
C -7.25243 3.53921 22.43487
C -7.59293 2.59046 21.25913
O -6.39451 2.07923 20.78771
H -6.64322 2.94705 23.11773
H -8.19500 3.72071 22.95133
H -6.71466 4.45505 22.18962
H -8.18320 2.96698 20.42372
H -8.08105 1.68331 21.61538
H -6.56007 1.36665 20.16609
C -0.21424 -0.48756 24.17569
C -0.91731 0.61670 24.96350
O -0.32862 0.80566 26.26683
H 0.76742 -0.11784 23.87946
H -0.83519 -0.77481 23.32716
H -0.05512 -1.35509 24.81615
H -1.99929 0.48481 24.95675
H -0.71824 1.60660 24.55293
H -0.63234 0.16169 26.91076
C -11.19701 -9.78343 27.48701
C -11.40640 -10.38901 28.84386
O -11.76644 -11.73874 28.66344
H -10.38242 -10.11282 26.84200
H -11.07751 -8.70149 27.54390
H -12.09416 -10.00998 26.91091
H -12.16834 -9.84067 29.39783
H -10.47179 -10.29338 29.39655
H -11.72820 -12.16671 29.52191
C -7.53965 -12.05276 20.35429
C -7.94571 -11.09717 21.45740
O -8.04391 -9.77608 20.92480
H -8.44036 -12.47342 19.90721
H -7.10417 -12.90824 20.87064
H -6.79807 -11.65243 19.66300
H -7.17649 -11.04134 22.22764
H -8.87752 -11.34615 21.96517
H -7.78447 -9.20765 21.65361
C -8.33422 -6.51247 14.96014
C -9.16068 -5.85995 16.08948
O -8.28950 -5.70510 17.16386
H -8.92552 -6.74063 14.07333
H -8.04501 -7.52741 15.23284
H -7.39595 -5.98863 14.77758
H -9.95112 -6.55420 16.37465
H -9.54282 -4.87549 15.81946
H -8.20904 -6.57526 17.56128
C -3.78967 -3.90399 29.72623
C -3.54960 -2.39842 29.60154
O -2.20736 -2.13550 29.90262
H -4.80392 -4.16031 29.42011
H -3.74279 -4.12372 30.79281
H -3.06012 -4.56130 29.25315
H -4.13643 -1.82837 30.32180
H -3.74232 -2.07601 28.57830
H -2.18934 -2.20198 30.86015
C -12.56689 -2.46881 26.29160
C -12.68119 -1.79935 27.59522
O -11.42197 -1.75919 28.18080
H -12.12757 -3.45098 26.46601
H -11.97045 -1.95422 25.53823
H -13.59701 -2.58907 25.95618
H -13.37199 -2.29315 28.27864
H -13.04997 -0.78779 27.42538
H -11.46368 -2.13441 29.06345
C -6.54049 -3.64438 23.37036
C -6.54044 -4.54769 24.58532
O -6.51613 -5.90434 24.10371
H -6.60721 -2.58682 23.62573
H -7.45145 -3.92525 22.84180
H -5.65484 -3.74950 22.74373
H -7.41697 -4.40665 25.21769
H -5.59709 -4.39947 25.11087
H -6.07826 -6.48878 24.72685
C -5.06971 -9.65919 29.31095
O -4.69132 -9.52368 27.89185
H -5.83931 -8.98052 29.67868
H -5.47398 -10.64076 29.55831
H -4.19641 -9.51917 29.94800
H -4.06615 -10.20973 27.64670
```

Results
- energy above the lowest of the compared OMol25 structures with the same formula, charge and spin (kJ/mol) = 419.5
- SMILES = CCO.CCO.CCO.CCO.CCO.CCO.CCO.CCO.CO
- HOMO (eV) = -10.0
- M (g/mol) = 400.59



The following is a quantum chemistry calculation of a molecular structure, C39H35ClN2Si2Sn at a distorted geometry, from the Open Molecules 2025 dataset.

Geometry as XYZ:
```
80
Properties=species:S:1:pos:R:3
C -1.37439 -0.44016 1.31501
C -1.89078 0.16562 0.14097
C -1.47714 -0.62310 -0.99190
H -2.55964 1.02387 0.10414
C -0.66384 -1.72038 -0.47616
C -0.62327 -1.58059 0.96328
H -0.17147 -2.28946 1.64731
H -1.57710 -0.11326 2.32960
H -1.84797 -0.54697 -2.00970
H -0.34053 -2.58531 -1.05373
Sn 0.79772 0.09556 -0.93154
Si 1.66248 0.59340 -4.50348
C 0.43576 2.08754 -4.42566
C 0.92134 3.30863 -4.89458
H 1.96350 3.40286 -5.19383
C 0.03697 4.38929 -5.08093
H 0.41635 5.33558 -5.48123
C -1.32157 4.26223 -4.77135
H -2.00627 5.10243 -4.91920
C -1.79695 3.03915 -4.27547
H -2.86429 2.91672 -4.04500
C -0.92582 1.95241 -4.11375
H -1.33192 0.98812 -3.77423
C 0.57344 -1.08549 -4.61658
C -0.69006 -1.11718 -5.32017
H -1.17321 -0.22520 -5.79263
C -1.47198 -2.30552 -5.30163
H -2.43230 -2.31701 -5.82010
C -1.03499 -3.43410 -4.61482
H -1.63553 -4.35013 -4.62096
C 0.17647 -3.40072 -3.91536
H 0.51027 -4.28941 -3.37246
C 0.97830 -2.25504 -3.92661
H 1.93432 -2.25586 -3.39112
H 1.08226 0.40883 -2.96990
Si 0.71885 -0.07679 -6.64287
C 1.24734 -1.48846 -7.69862
C 0.65004 -1.57316 -8.96521
H 0.38361 -0.66408 -9.50165
C 0.31467 -2.83554 -9.46457
H -0.27331 -2.91640 -10.38609
C 0.70083 -3.98164 -8.75720
H 0.37789 -4.96177 -9.09869
C 1.51596 -3.87816 -7.62045
H 1.84517 -4.77642 -7.08510
C 1.87517 -2.61599 -7.14546
H 2.55715 -2.51957 -6.30195
C 0.46710 1.44875 -7.77474
C -0.88308 1.74002 -8.00888
H -1.64966 1.06552 -7.63183
C -1.26643 2.89209 -8.70033
H -2.33277 3.10369 -8.83671
C -0.29374 3.76882 -9.18150
H -0.59713 4.68425 -9.69312
C 1.06448 3.48984 -8.97798
H 1.81757 4.19098 -9.35066
C 1.44080 2.32882 -8.28446
H 2.49963 2.12885 -8.12535
H 2.56466 1.02136 -5.52936
Cl 3.51978 0.32522 -3.38629
C 0.11996 3.67382 1.66080
C 0.91431 3.43408 2.78812
C 1.71773 2.29635 2.82037
C 1.72432 1.41945 1.73233
N 0.96152 1.68880 0.62517
C 0.16798 2.78503 0.59542
C 2.43396 0.14528 1.72318
C 3.16722 -0.36118 2.80501
C 3.68346 -1.65092 2.75692
C 3.45877 -2.43261 1.61926
C 2.75022 -1.89627 0.55193
N 2.26344 -0.63244 0.59882
H -0.53890 4.53587 1.59237
H 0.90263 4.11758 3.63591
H 2.34089 2.04904 3.67412
H -0.43958 2.92980 -0.30142
H 3.29011 0.28888 3.66484
H 4.24115 -2.04200 3.60008
H 3.81780 -3.45259 1.53795
H 2.55555 -2.46629 -0.35738
```

Results
- net charge = +2
- energy above the lowest of the compared OMol25 structures with the same formula, charge and spin (kJ/mol) = 552.0
- HOMO (spin up / spin down) (eV) = -11.6 / -11.8
- M (g/mol) = 742.06



The following is a quantum chemistry calculation of 2 unconnected molecules or ions with the total composition C4H10N2O, from the Open Molecules 2025 dataset.

Geometry as XYZ:
```
17
Properties=species:S:1:pos:R:3
C -2.33306 0.69390 -0.65499
C 1.10942 0.16085 -1.18124
N 0.13834 0.24710 -0.11014
N -1.98862 1.66959 0.16661
C 0.34257 -0.51979 0.99871
C 1.30204 -1.40187 1.38194
O 2.44765 -1.80041 0.72724
H 2.51616 -1.35597 -0.12287
H -0.93148 1.69535 0.20876
H -2.48569 1.75207 1.04295
H -1.79354 0.57512 -1.57731
H -3.23190 0.11466 -0.48367
H -0.43739 -0.39798 1.75138
H 1.22690 -1.89225 2.34263
H 1.22946 -0.85983 -1.57991
H 2.10549 0.53543 -0.89095
H 0.78364 0.78406 -2.01915
```

Results
- energy above the lowest of the compared OMol25 structures with the same formula, charge and spin (kJ/mol) = 509.0
- HOMO (spin up / spin down) (eV) = -5.8 / -7.2
- M (g/mol) = 102.14



The following is a quantum chemistry calculation of 3 unconnected molecules or ions with the total composition C26H51F3IN5O17P3S3 at a distorted geometry, from the Open Molecules 2025 dataset.

Geometry as XYZ:
```
109
Properties=species:S:1:pos:R:3
C 10.68835 -1.33451 -0.31486
O 9.78164 -0.24717 -0.51978
C 8.43630 -0.71522 -0.53762
C 7.54383 0.37550 -1.17838
C 7.02411 1.40362 -0.14961
C 5.94868 2.32033 -0.83010
C 4.57101 1.57998 -0.67865
C 3.61605 1.77810 -1.89678
C 2.11872 2.00528 -1.45367
C 1.17043 1.61666 -2.63278
C 0.09533 0.48657 -2.50563
C -0.10802 -0.22069 -1.14761
N 1.11959 -0.91154 -0.67586
C 1.32807 -1.16123 0.69788
O 0.85515 -1.92703 1.39380
F 2.13996 -0.23720 1.31234
C 2.24254 -1.16266 -1.42967
O 3.24170 -1.42241 -0.91241
F 2.27863 -1.26967 -2.76822
C -0.59683 0.77798 -0.02811
P -1.23556 2.49376 -0.42805
O -2.64035 2.66516 0.45251
O -1.61744 2.97391 -1.92854
S -0.10632 3.90204 0.32115
N -1.50433 0.18861 0.96946
C -1.06751 0.24789 2.37105
C -2.30518 -0.87408 0.59396
N -3.55753 -0.81984 0.88477
C -4.23568 0.24207 1.63227
N -5.48258 -0.35830 2.16498
N -1.72630 -1.92873 -0.07070
C -2.54928 -3.14169 -0.12233
C -2.74908 -3.67111 1.36041
C -3.02994 -5.18696 1.28042
F -1.85339 -5.89751 1.37111
C -1.14960 -1.43866 -1.36645
C -0.62248 -2.55770 -2.29286
P 0.35630 -3.95889 -1.62963
O 0.30034 -4.20562 -0.19000
O 1.85797 -4.00739 -2.21090
O -0.28533 -5.32638 -2.32072
P -2.78847 -0.91743 -2.29124
O -3.12402 0.67196 -1.95262
I -2.39679 -0.91212 -4.74306
H 11.06160 -1.66328 -1.30138
H 11.50949 -0.98223 0.32160
H 10.16878 -2.17728 0.17274
H 8.09374 -0.99900 0.47512
H 8.41971 -1.61442 -1.18751
H 6.70376 -0.16314 -1.64679
H 8.16047 0.91109 -1.91632
H 6.52546 0.82055 0.64767
H 7.81293 1.98486 0.34657
H 6.19478 2.51693 -1.88016
H 5.87162 3.22143 -0.20487
H 4.81103 0.51326 -0.57109
H 4.03184 1.89817 0.22796
H 3.70781 0.90805 -2.57089
H 3.98705 2.64074 -2.47600
H 2.02850 1.44289 -0.51860
H 2.06266 3.08896 -1.31668
H 0.66326 2.53798 -2.96378
H 1.81990 1.37727 -3.48976
H -0.85514 0.89216 -2.88217
H 0.32053 -0.23486 -3.30438
H 0.25432 1.10223 0.59742
H -3.01981 3.53662 0.25486
H -2.54181 3.26206 -1.98634
H -1.51318 -0.58908 2.93188
H 0.01659 0.23490 2.54024
H -1.45236 1.17813 2.82882
H -4.20205 -1.56972 0.59461
H -4.56285 1.00107 0.91016
H -3.67499 0.65413 2.47636
H -5.92133 0.41302 2.67212
H -5.18951 -0.98252 2.92304
H -3.58311 -2.99903 -0.49811
H -2.16142 -4.01265 -0.64771
H -1.75456 -3.56569 1.82910
H -3.52235 -3.11482 1.90009
H -3.74756 -5.53712 2.03406
H -3.45092 -5.42888 0.28638
H -1.52318 -3.04569 -2.71871
H -0.09272 -2.19897 -3.18669
H 2.34677 -4.47656 -1.50757
H -1.24454 -5.17807 -2.29608
H -4.00193 0.69092 -1.53746
C -8.46921 -4.35140 0.97552
C -8.13318 -4.50932 -0.49171
O -7.82389 -3.17952 -0.93539
S -7.15397 -2.36162 0.26694
O -5.73197 -2.41501 0.09924
O -7.85612 -1.14880 0.42918
O -7.54836 -3.35849 1.45679
H -9.48295 -3.97183 1.11461
H -8.35204 -5.27954 1.52938
H -8.95638 -4.92367 -1.06737
H -7.24445 -5.12912 -0.63182
C -0.74389 7.06263 2.62717
C 0.69202 6.99172 3.10283
O 0.94686 8.27657 3.67616
S -0.40883 8.84753 4.33376
O -0.39156 8.56892 5.72245
O -0.64142 10.14578 3.82158
O -1.43004 7.81786 3.62846
H -0.82163 7.60127 1.67965
H -1.19272 6.07725 2.52084
H 1.38977 6.78713 2.29437
H 0.81400 6.23949 3.88636
```

Results
- net charge = +1
- HOMO (eV) = -10.8
- M (g/mol) = 1078.73



The following is a quantum chemistry calculation of a molecular structure, C8H17O3P2Sc at a distorted geometry, from the Open Molecules 2025 dataset.

Geometry as XYZ:
```
31
Properties=species:S:1:pos:R:3
C -0.68381 0.51636 -2.33607
C -1.57280 1.51930 -2.85046
C -0.77334 2.57829 -3.33359
C 0.59661 2.20192 -3.28779
C 0.67571 0.93682 -2.63202
Sc 0.14073 -1.07078 -0.03949
P -0.35361 -3.41975 -1.21237
H -0.99875 -0.46385 -1.92565
H -2.65958 1.47073 -2.84319
H -1.14795 3.51103 -3.74845
H 1.57470 0.37766 -2.33857
H 1.45103 2.76369 -3.65250
H 0.75993 -3.97796 -1.93943
H -1.29367 -3.45334 -2.28756
H -0.77133 -4.63551 -0.58833
C -1.67909 1.92230 2.32266
O -1.67772 0.60123 2.86537
P -1.44989 -0.72268 1.95707
O 0.07572 -1.33146 2.35345
C 0.64588 -0.93547 3.64165
O 1.23562 0.27176 0.57849
C 2.39418 -0.55735 0.70191
H -2.71317 2.25662 2.29553
H -1.24248 1.98085 1.32449
H -1.09747 2.54144 2.99775
H 1.20389 -0.00537 3.52565
H -0.16911 -0.83056 4.36549
H 1.31003 -1.74690 3.92661
H 3.20599 0.04783 0.28098
H 2.65751 -0.80602 1.74352
H 2.35626 -1.54081 0.13486
```

Results
- energy above the lowest of the compared OMol25 structures with the same formula, charge and spin (kJ/mol) = 13.7
- HOMO (eV) = -6.3
- M (g/mol) = 268.12



The following is a quantum chemistry calculation of 2 unconnected molecules or ions with the total composition C5H15NP at a distorted geometry, from the Open Molecules 2025 dataset.

Geometry as XYZ:
```
22
Properties=species:S:1:pos:R:3
C -2.81385 -0.34732 0.20275
C 2.12287 1.28589 0.48468
C -0.51539 0.38648 -1.38931
C -1.36058 -0.68505 0.55687
C 1.68060 -0.08258 0.71956
N -0.42060 0.25487 0.05308
P 2.11033 -1.25995 -0.33336
H -2.94340 -0.58991 -0.84200
H -3.62244 -0.88509 0.81636
H -2.90198 0.71133 0.16373
H 1.92699 1.77186 1.39097
H 1.62892 1.56814 -0.40908
H 3.17488 1.28640 0.22668
H -0.42924 -0.59278 -1.75984
H -1.39433 0.98642 -1.67918
H 0.34000 0.93856 -1.68245
H -1.27203 -1.79594 0.33021
H -1.29584 -0.67013 1.57510
H 1.06227 -0.17862 1.64237
H -0.72848 1.15878 0.37676
H 3.38598 -0.84762 -0.75074
H 2.26533 -2.41374 0.30684
```

Results
- net charge = +1
- energy above the lowest of the compared OMol25 structures with the same formula, charge and spin (kJ/mol) = 288.7
- HOMO (eV) = -13.7
- M (g/mol) = 120.16



The following is a quantum chemistry calculation of a molecular structure, C4H5NO2, from the Open Molecules 2025 dataset.

Geometry as XYZ:
```
12
Properties=species:S:1:pos:R:3
O 1.12952 2.36738 0.53611
C 0.48547 1.30279 0.36105
N 1.00395 0.08930 0.11839
C 0.27087 -0.98286 -0.50905
C -0.98868 -1.40625 0.22005
O -1.41194 -0.89869 1.22466
C -0.73051 1.93454 0.63787
H 2.01408 0.06878 0.07476
H 0.92362 -1.86055 -0.56647
H -0.01766 -0.74125 -1.54476
H -1.51528 -2.24707 -0.28028
H -1.16343 2.37387 -0.27233
```

Results
- energy above the lowest of the compared OMol25 structures with the same formula, charge and spin (kJ/mol) = 425.0
- HOMO (eV) = -8.8
- M (g/mol) = 99.09



The following is a quantum chemistry calculation of a single C4H8FNOS molecule at a distorted geometry, from the Open Molecules 2025 dataset.

Geometry as XYZ:
```
16
Properties=species:S:1:pos:R:3
C -3.04865 -0.69272 0.87913
O -2.05310 -1.09157 -0.08511
C -1.65858 -0.02995 -0.93729
S -0.71343 1.20825 -0.15689
N 0.84811 0.38547 -0.26895
C 1.80997 0.64418 0.65717
C 3.09339 -0.19830 0.47137
F 2.77630 -1.20079 -0.50876
H -3.44101 -1.50237 1.52990
H -2.54792 -0.08158 1.55847
H -3.96654 -0.20326 0.51955
H -2.50337 0.50794 -1.56298
H -1.01820 -0.65554 -1.72133
H 1.86298 1.47595 1.45048
H 3.34390 -0.68000 1.38566
H 4.00955 0.30892 0.07053
```

Results
- energy above the lowest of the compared OMol25 structures with the same formula, charge and spin (kJ/mol) = 254.2
- SMILES = COCS/N=C/CF
- HOMO (eV) = -8.9
- M (g/mol) = 137.18